21
Properties=species:S:1:pos:R:3:forces:R:3:nbo_charge:R:1 method="wB97M-V/def2-TZVPD" homo_ev=-10.7 lumo_ev=0.1 smiles=O.O.O.O.O.O.O energy_ev=-14559.6210 mol_weight_g_mol=126.1
O -1.464 2.506 -1.608 0.03 -0.24 -0.37 -0.945
H -1.101 1.615 -1.491 -0.09 0.35 0.35 0.477
H -1.057 2.844 -2.415 -0.02 0.01 0.15 0.465
O 2.481 -0.385 -0.627 0.03 -0.19 -0.12 -0.959
H 3.084 -0.262 0.114 -0.17 0.02 0.01 0.481
H 2.375 -1.344 -0.697 0.01 0.14 0.03 0.486
O -1.823 -2.135 -1.265 -0.06 -0.03 -0.12 -0.939
H -2.713 -1.971 -0.933 0.10 0.01 0.01 0.470
H -1.590 -1.327 -1.736 -0.03 -0.01 0.15 0.470
O 1.951 2.237 -2.264 0.04 0.11 -0.13 -0.937
H 2.745 1.934 -1.813 -0.07 -0.06 -0.02 0.472
H 1.351 1.489 -2.197 0.06 -0.04 0.10 0.465
O -0.321 0.466 0.162 0.34 -0.25 -0.21 -0.980
H -0.530 -0.046 0.952 -0.16 -0.09 -0.17 0.486
H 0.484 0.040 -0.185 -0.11 0.21 0.35 0.489
O -2.542 -0.471 2.921 -0.05 0.16 -0.06 -0.946
H -3.370 -0.922 3.117 0.10 0.01 -0.02 0.472
H -2.803 0.419 2.655 0.03 -0.11 0.03 0.474
O 1.368 -1.696 2.161 0.20 0.14 0.03 -0.943
H 2.235 -2.047 2.395 -0.14 -0.02 0.06 0.467
H 1.240 -0.944 2.753 -0.03 -0.13 -0.05 0.476

***

22
Properties=species:S:1:pos:R:3:forces:R:3:nbo_charge:R:1 method="wB97M-V/def2-TZVPD" homo_ev=-10.7 lumo_ev=0.2 smiles=N.O.O.O.O.O.O energy_ev=-14018.5903 mol_weight_g_mol=125.1
N 1.738 2.077 0.613 -0.13 0.46 0.28 -1.087
H 2.407 2.385 -0.087 0.02 0.06 0.08 0.360
H 2.215 2.145 1.508 0.26 -0.52 -0.08 0.373
H 1.069 2.834 0.724 -0.20 0.03 -0.40 0.361
H 0.370 -1.416 -3.866 0.33 -0.35 -0.46 0.479
H -1.100 -1.622 -3.451 -0.40 -0.45 -0.19 0.483
O -0.331 -1.081 -3.321 0.07 0.88 0.64 -0.958
H -4.010 1.203 -0.132 0.42 0.13 -0.09 0.469
H -5.364 1.670 0.342 -0.36 0.54 0.35 0.468
O -4.929 0.948 -0.093 0.01 -0.64 -0.29 -0.937
H 2.235 -2.911 2.719 -0.09 0.57 -0.31 0.471
H 1.714 -1.429 2.670 -0.01 0.48 -1.04 0.481
O 1.856 -2.181 3.219 0.09 -1.04 1.38 -0.952
H 2.571 -2.676 -0.257 -0.16 -1.17 -0.43 0.465
H 2.010 -1.282 -0.332 -0.08 0.09 0.07 0.477
O 2.704 -1.808 0.077 0.17 1.12 0.36 -0.942
H -0.804 0.356 0.795 0.42 0.20 -0.80 0.484
H -2.169 -0.024 1.266 -0.01 -0.13 0.13 0.460
O -1.251 0.002 1.553 -0.49 -0.21 0.80 -0.953
H 0.221 1.298 -0.869 0.95 0.39 0.37 0.483
H -0.539 0.613 -2.000 -0.03 -0.24 0.17 0.498
O -0.613 0.901 -1.079 -0.78 -0.17 -0.53 -0.983

***

22
Properties=species:S:1:pos:R:3:forces:R:3:nbo_charge:R:1 method="wB97M-V/def2-TZVPD" homo_ev=-10.7 lumo_ev=0.4 smiles=N.O.O.O.O.O.O energy_ev=-14018.6457 mol_weight_g_mol=125.1
N 1.144 1.888 -0.244 -0.02 -0.83 -0.38 -1.117
H 1.227 2.262 -1.171 0.13 0.44 -0.34 0.367
H 1.437 2.566 0.431 0.02 0.44 0.24 0.362
H 1.778 1.085 -0.233 -0.35 0.38 -0.20 0.405
H -2.073 -1.612 2.065 0.37 0.28 -0.09 0.486
H -1.357 -0.269 2.038 0.02 -0.35 0.20 0.463
O -1.296 -1.155 2.423 -0.05 0.12 0.19 -0.950
H -2.152 -0.106 0.078 -0.50 -0.56 -0.17 0.496
H -3.378 -0.930 -0.379 0.12 -0.08 -0.03 0.472
O -2.514 -1.038 0.037 -0.03 0.18 -0.35 -1.016
H 1.201 -1.124 -1.427 0.42 0.14 -0.70 0.497
H 2.698 -0.741 -1.870 -0.26 -0.32 -0.10 0.481
O 1.987 -0.565 -1.251 0.22 0.27 0.49 -1.011
H 2.636 1.060 1.493 -0.43 -0.02 -0.68 0.471
H 1.597 -0.190 1.206 -0.05 0.52 -0.68 0.493
O 2.262 0.223 1.747 0.78 -0.83 1.99 -0.958
H -0.874 -1.544 -1.397 -0.21 -0.06 -0.35 0.503
H 0.100 -2.654 -1.237 -0.15 -0.07 -0.55 0.478
O -0.167 -1.992 -1.903 -0.24 -0.26 1.22 -0.942
H -0.672 1.294 -0.416 0.36 1.39 0.70 0.530
H -1.966 2.175 0.190 0.82 0.43 0.00 0.500
O -1.617 1.369 -0.181 -0.97 -1.25 -0.41 -1.010

***

22
Properties=species:S:1:pos:R:3:forces:R:3:nbo_charge:R:1 method="wB97M-V/def2-TZVPD" homo_ev=-9.6 lumo_ev=0.4 smiles=N.O.O.O.O.O.O energy_ev=-14019.0961 mol_weight_g_mol=125.1
N 2.340 1.073 -0.456 -0.28 -0.25 1.44 -1.124
H 1.384 1.283 -0.719 0.35 0.04 -0.76 0.399
H 2.336 0.121 -0.111 0.18 0.01 -0.25 0.355
H 3.069 1.203 -1.131 -0.26 0.09 -0.47 0.369
H -1.786 3.419 2.031 -0.19 -0.12 -0.18 0.486
H -1.986 2.519 0.762 -0.33 0.17 0.07 0.478
O -1.346 2.850 1.392 0.51 0.01 0.00 -0.958
H -0.035 -0.418 2.007 -0.01 -0.47 -0.21 0.511
H -0.528 -1.656 2.764 -0.12 -0.20 -0.11 0.479
O -0.317 -1.363 1.873 0.15 0.88 0.35 -1.006
H -0.396 -2.181 -2.013 0.59 -0.12 -0.60 0.505
H 0.533 -1.988 -3.390 0.24 -0.35 0.36 0.483
O -0.232 -1.729 -2.884 -0.97 0.48 -0.03 -1.018
H -0.614 -0.189 -2.086 0.19 0.43 -0.13 0.507
H -1.403 0.868 -1.240 0.10 -0.16 -0.21 0.454
O -0.581 0.724 -1.723 -0.19 -0.01 0.31 -0.985
H -0.670 -1.911 0.188 0.80 -0.83 0.23 0.529
H 0.232 -3.124 -0.440 0.23 0.32 0.81 0.484
O -0.591 -2.638 -0.467 -0.99 0.01 -0.73 -0.977
H 1.679 1.053 2.025 -0.58 0.04 0.05 0.491
H 0.436 1.809 1.581 -0.28 -0.03 0.27 0.507
O 0.722 1.131 2.212 0.88 0.07 -0.24 -0.970

***

23
Properties=species:S:1:pos:R:3:forces:R:3:nbo_charge:R:1 method="wB97M-V/def2-TZVPD" total_charge=-1 homo_ev=-6.1 lumo_ev=3.4 energy_ev=-16623.8624 mol_weight_g_mol=143.1
O 0.085 -0.226 0.122 0.32 -0.81 -1.92 -1.276
H 0.157 0.155 0.970 0.11 0.68 1.49 0.449
O -2.336 -0.998 -0.087 -3.75 0.11 0.04 -0.982
H -1.455 -0.721 -0.134 3.03 0.99 0.21 0.487
H -2.305 -1.929 -0.167 0.01 -1.41 -0.05 0.450
O 0.088 0.300 -2.731 1.20 -0.87 -3.80 -0.959
H 0.731 -0.340 -3.169 -1.22 1.38 0.85 0.459
H 0.146 0.065 -1.841 0.09 -0.48 2.94 0.492
O 0.221 -2.644 -1.216 -1.31 -2.78 -4.10 -0.971
H 0.221 -1.934 -0.648 0.06 3.28 2.51 0.491
H -0.413 -2.365 -1.948 1.26 -0.51 1.52 0.464
O 0.794 -1.835 2.445 1.18 -2.73 6.81 -0.949
H 0.482 -1.072 2.861 -0.76 1.78 0.06 0.464
H 0.795 -1.849 1.577 -0.40 0.87 -6.66 0.482
O 2.504 0.877 -0.032 -1.11 -2.98 -3.64 -1.030
H 2.394 1.271 0.781 -0.67 1.29 2.78 0.449
H 1.628 0.254 -0.195 1.88 1.94 0.97 0.511
O -0.076 2.622 1.943 7.21 2.47 13.31 -0.913
H -0.477 2.471 1.263 -7.42 -2.67 -12.71 0.456
H -0.574 2.250 2.689 0.24 0.27 -0.63 0.453
O -1.165 2.100 -0.707 0.30 1.01 -0.56 -1.010
H -0.947 1.207 -0.374 0.53 -0.02 -0.51 0.499
H -0.501 2.342 -1.402 -0.80 -0.80 1.08 0.482

***

24
Properties=species:S:1:pos:R:3:forces:R:3:nbo_charge:R:1 method="wB97M-V/def2-TZVPD" total_charge=+1 homo_ev=-13.5 lumo_ev=-6.7 energy_ev=-21863.4793 mol_weight_g_mol=350.3
Pb 1.657 1.925 1.618 -1.06 -1.37 -1.10 1.718
O 0.914 0.508 0.044 0.23 1.31 2.07 -1.258
H 0.192 -0.028 0.397 -0.31 0.04 0.10 0.507
O 2.598 -1.414 0.775 0.29 -1.26 0.60 -0.951
H 3.320 -1.124 1.331 0.26 0.11 -0.04 0.464
H 2.060 -0.693 0.474 -0.02 0.67 -0.45 0.470
O -0.917 2.084 -1.450 1.57 0.06 0.85 -0.963
H -1.666 1.509 -1.552 -0.82 -0.60 -0.18 0.497
H -0.217 1.493 -1.082 -1.01 0.74 -0.74 0.456
O -2.730 -0.230 -0.962 -0.07 1.06 0.05 -0.958
H -2.930 -1.073 -1.323 -0.40 -1.06 -1.12 0.478
H -2.291 -0.473 -0.152 0.36 0.28 0.33 0.459
O -1.879 -0.834 1.489 0.24 2.05 0.61 -0.965
H -2.803 -1.020 1.582 -1.25 0.23 0.26 0.509
H -1.518 -1.682 1.479 1.37 -2.49 0.01 0.494
O -0.030 0.776 3.154 2.08 0.62 -0.65 -0.982
H -0.315 1.484 3.712 -0.66 0.54 0.96 0.505
H -0.797 0.320 2.832 -1.22 -0.77 -0.65 0.538
O 0.203 -1.310 -2.121 1.28 -0.48 0.14 -0.960
H 0.474 -0.677 -1.412 0.14 -1.15 -1.22 0.464
H 1.000 -1.868 -2.389 -1.44 1.30 0.87 0.492
O 2.252 0.927 -2.232 0.29 0.73 1.77 -0.954
H 1.680 0.462 -2.826 -0.61 -0.34 -0.67 0.484
H 1.752 0.947 -1.375 0.77 -0.22 -1.81 0.455

***

27
Properties=species:S:1:pos:R:3:forces:R:3:mulliken_charge:R:1 method="wB97M-V/def2-TZVPD" total_charge=+1 homo_ev=-13.2 lumo_ev=-7.4 energy_ev=-46412.2259 mol_weight_g_mol=227.1
O -2.027 -0.989 -0.243 3.61 1.06 -1.65 -0.474
V -0.574 -0.512 -0.771 -3.12 -0.53 2.39 1.808
O -0.056 0.378 0.385 -0.15 -0.65 -1.12 -0.439
O 1.391 -3.421 1.082 -0.24 0.38 -0.37 -0.615
H 2.286 -3.746 1.189 0.30 -0.02 0.04 0.315
H 0.845 -4.080 1.511 -0.19 -0.17 0.18 0.322
O 2.292 -1.264 5.635 -0.20 -0.22 -0.03 -0.635
H 2.233 -0.627 4.923 0.00 0.22 -0.13 0.311
H 3.171 -1.143 5.994 0.22 0.03 0.15 0.324
O -0.303 -3.655 -3.190 -0.03 0.47 0.35 -0.610
H 0.477 -4.192 -3.052 0.23 -0.19 0.07 0.321
H -0.647 -3.944 -4.036 -0.18 -0.05 -0.25 0.313
O -1.831 2.047 -3.599 0.25 -0.43 0.36 -0.609
H -2.195 2.912 -3.785 -0.09 0.31 0.06 0.311
H -1.915 1.568 -4.423 -0.06 -0.09 -0.28 0.322
O 0.018 5.597 1.229 0.20 -0.17 -0.18 -0.641
H -0.769 5.062 1.334 -0.23 -0.08 0.02 0.311
H 0.026 6.165 1.999 0.03 0.23 0.19 0.330
O 3.020 2.869 3.751 0.03 -0.28 0.11 -0.625
H 3.548 3.506 3.270 0.19 0.18 -0.08 0.317
H 2.130 2.998 3.422 -0.24 0.09 -0.04 0.311
O -6.656 -2.429 -0.883 -0.10 -0.10 -0.06 -0.615
H -5.741 -2.710 -0.919 0.19 -0.15 0.00 0.302
H -6.612 -1.490 -0.707 -0.10 0.25 0.07 0.315
O 2.332 0.313 -3.125 -0.48 -0.17 0.35 -0.590
H 3.255 0.103 -2.983 0.28 -0.07 0.11 0.313
H 2.304 0.684 -4.007 -0.07 0.15 -0.26 0.310

***

24
Properties=species:S:1:pos:R:3:forces:R:3:nbo_charge:R:1 method="wB97M-V/def2-TZVPD" homo_ev=-10.1 lumo_ev=-0.1 smiles=O.O.O.O.O.O.O.O energy_ev=-16639.9206 mol_weight_g_mol=144.1
O 5.655 -9.295 2.822 0.16 -0.03 0.23 -0.961
H 6.136 -9.356 3.654 -0.02 0.04 0.01 0.483
H 4.735 -9.457 3.050 -0.02 -0.01 -0.12 0.490
O 10.738 -13.753 -2.017 -0.12 0.17 -0.07 -0.964
H 10.854 -13.962 -2.947 0.05 -0.02 0.02 0.476
H 10.088 -13.037 -1.984 -0.02 -0.02 -0.08 0.486
O 10.068 -10.575 4.370 -0.15 0.16 0.12 -0.929
H 9.356 -10.726 3.740 0.12 -0.16 -0.12 0.466
H 9.709 -10.846 5.220 0.03 -0.05 -0.01 0.463
O 8.738 -11.405 -1.712 0.11 -0.23 -0.25 -0.961
H 7.898 -11.698 -2.081 -0.06 0.03 0.09 0.491
H 9.100 -10.791 -2.361 0.03 0.12 0.11 0.491
O 8.644 -11.342 1.143 0.09 -0.16 -0.06 -1.000
H 7.824 -10.895 1.368 -0.04 0.06 -0.13 0.491
H 8.699 -11.252 0.174 -0.16 0.12 0.11 0.508
O 6.797 -9.169 0.241 0.06 0.09 0.20 -0.972
H 7.124 -8.306 -0.028 0.05 -0.04 -0.06 0.471
H 6.582 -9.063 1.183 -0.30 0.02 -0.23 0.492
O 10.463 -13.661 0.884 0.04 0.08 -0.12 -0.959
H 10.736 -13.628 -0.042 0.13 -0.25 0.10 0.479
H 9.928 -12.870 1.004 -0.14 -0.11 0.24 0.470
O 11.183 -9.990 1.344 -0.08 -0.10 -0.21 -0.951
H 10.732 -9.199 1.649 0.04 0.02 0.08 0.457
H 10.479 -10.659 1.320 0.21 0.27 0.15 0.483

***

24
Properties=species:S:1:pos:R:3:forces:R:3:nbo_charge:R:1 method="wB97M-V/def2-TZVPD" homo_ev=-10.6 lumo_ev=-0.6 smiles=O.O.O.O.O.O.O.O energy_ev=-16639.5796 mol_weight_g_mol=144.1
O 0.122 0.755 -0.295 -1.39 1.37 0.07 -0.968
H 0.298 -0.160 -0.335 0.87 -2.07 -0.32 0.493
H -0.854 0.737 -0.303 0.30 0.50 0.29 0.499
O -2.531 -2.007 1.116 0.07 2.84 0.47 -0.961
H -2.556 -2.820 0.676 -0.01 -1.78 -1.11 0.458
H -2.467 -1.280 0.437 0.11 -1.36 0.97 0.480
O 2.305 3.318 0.385 -1.34 -0.13 0.04 -0.946
H 3.005 3.496 -0.214 1.43 0.25 -0.51 0.460
H 1.585 3.299 -0.273 0.03 -0.05 0.62 0.482
O 0.132 0.948 2.473 0.05 0.17 1.09 -0.958
H 0.880 1.502 2.724 -0.12 0.02 0.06 0.471
H 0.355 0.677 1.593 0.07 0.01 -0.84 0.473
O 0.793 -1.913 -0.714 1.21 -0.27 -0.72 -0.960
H 1.771 -1.999 -0.803 -0.89 0.23 0.03 0.501
H 0.450 -2.626 -1.266 -0.10 0.04 0.09 0.495
O 0.954 -2.862 1.815 0.67 -0.77 0.08 -0.965
H 0.397 -2.274 2.302 -0.63 0.57 0.68 0.477
H 0.920 -2.514 0.924 -0.21 0.03 -0.16 0.465
O 0.894 2.616 -2.006 -0.18 0.11 -1.82 -0.979
H 0.564 1.931 -1.433 -0.09 -0.72 1.16 0.489
H 0.650 2.208 -2.860 0.41 0.81 0.27 0.464
O -2.416 -0.190 -0.976 -0.03 -0.06 -0.72 -0.959
H -1.931 -0.377 -1.795 -0.08 0.05 0.22 0.489
H -3.319 -0.466 -1.171 -0.16 0.22 0.05 0.499

***

24
Properties=species:S:1:pos:R:3:forces:R:3:nbo_charge:R:1 method="wB97M-V/def2-TZVPD" homo_ev=-10.3 lumo_ev=-0.2 smiles=O.O.O.O.O.O.O.O energy_ev=-16639.7674 mol_weight_g_mol=144.1
O 22.107 8.300 25.125 -0.36 0.06 -0.03 -0.950
H 22.254 8.070 26.043 0.17 0.00 0.48 0.478
H 22.852 7.920 24.660 0.16 -0.10 -0.17 0.475
O 19.307 6.906 26.309 -0.68 -0.23 -0.45 -0.944
H 19.460 6.242 26.980 0.08 0.07 0.11 0.458
H 20.166 7.301 26.161 0.34 0.16 -0.12 0.493
O 22.704 4.914 27.965 0.21 0.13 0.03 -0.938
H 21.957 4.864 27.369 -0.15 0.06 -0.21 0.468
H 22.716 4.065 28.406 0.02 -0.27 0.11 0.471
O 23.205 6.998 30.216 0.35 0.05 0.61 -0.962
H 22.564 7.300 29.572 -0.23 0.22 -0.36 0.484
H 23.397 6.096 29.958 0.03 -0.11 -0.20 0.466
O 19.993 5.301 29.658 -0.03 -0.22 -0.06 -0.949
H 19.734 4.835 30.453 0.02 0.00 0.35 0.495
H 19.491 4.881 28.960 -0.26 -0.17 -0.13 0.473
O 19.429 10.270 28.438 0.65 0.26 0.37 -0.956
H 19.715 10.997 28.991 0.11 0.13 0.30 0.487
H 19.607 10.564 27.544 -0.08 0.00 -0.39 0.491
O 17.494 8.783 27.695 -0.84 -0.35 -0.04 -0.984
H 18.135 9.172 28.290 -0.05 0.27 0.12 0.475
H 18.005 8.182 27.153 0.18 -0.38 -0.38 0.479
O 20.994 7.448 28.404 0.66 0.42 -0.47 -0.998
H 20.847 6.648 28.908 -0.09 -0.45 0.44 0.497
H 20.221 7.986 28.576 -0.20 0.44 0.09 0.490

***

24
Properties=species:S:1:pos:R:3:forces:R:3:nbo_charge:R:1 method="wB97M-V/def2-TZVPD" homo_ev=-11.0 lumo_ev=-0.3 smiles=O.O.O.O.O.O.O.O energy_ev=-16639.8963 mol_weight_g_mol=144.1
O 13.802 0.837 5.342 -0.05 0.01 0.02 -0.943
H 14.263 0.358 6.039 0.04 -0.01 -0.02 0.478
H 13.925 0.301 4.554 -0.10 -0.12 0.11 0.465
O 9.844 -4.881 4.117 -0.10 0.06 -0.02 -0.943
H 10.087 -3.950 4.039 0.14 -0.15 -0.03 0.477
H 10.680 -5.324 4.284 0.01 0.00 0.02 0.464
O 12.593 -0.319 0.378 0.01 0.06 0.01 -0.941
H 12.708 -0.257 1.333 0.07 -0.09 -0.08 0.473
H 12.832 0.549 0.039 -0.05 0.00 -0.01 0.466
O 9.884 -1.667 6.272 -0.05 0.02 -0.15 -0.958
H 10.370 -0.893 6.573 0.02 -0.02 0.03 0.463
H 10.442 -2.054 5.579 0.08 0.09 0.18 0.485
O 9.649 -0.477 2.930 -0.02 0.02 0.10 -0.944
H 8.793 -0.708 3.311 0.01 -0.01 -0.01 0.491
H 9.950 0.273 3.456 -0.06 0.02 -0.02 0.482
O 11.500 -2.303 3.915 -0.15 0.12 -0.09 -1.025
H 10.830 -1.747 3.458 0.24 -0.05 0.02 0.508
H 12.352 -1.984 3.588 -0.15 0.05 0.02 0.491
O 14.052 -1.239 2.888 0.14 0.01 0.08 -0.975
H 14.402 -2.100 2.628 -0.02 0.05 -0.13 0.495
H 14.832 -0.675 2.948 0.03 -0.05 -0.08 0.491
O 13.914 -2.557 6.006 0.13 0.21 -0.03 -0.939
H 13.866 -3.165 5.263 -0.06 -0.09 0.06 0.466
H 13.207 -1.925 5.834 -0.13 -0.11 0.03 0.474

***

24
Properties=species:S:1:pos:R:3:forces:R:3:nbo_charge:R:1 method="wB97M-V/def2-TZVPD" homo_ev=-10.4 lumo_ev=0.2 smiles=O.O.O.O.O.O.O.O energy_ev=-16640.1574 mol_weight_g_mol=144.1
O -0.008 -3.504 2.494 -0.04 0.16 -0.10 -0.962
H -0.383 -4.385 2.564 0.01 0.00 -0.02 0.456
H -0.431 -3.114 1.707 0.10 -0.24 0.28 0.492
O 1.506 3.796 -0.212 -0.09 -0.17 -0.23 -0.965
H 1.108 3.112 0.344 0.06 0.16 0.15 0.491
H 1.610 4.550 0.374 -0.02 0.01 0.00 0.469
O -0.267 2.715 1.881 0.02 -0.25 0.09 -0.969
H -0.536 3.379 2.523 -0.04 0.02 -0.06 0.485
H -0.092 1.922 2.403 0.08 0.03 0.00 0.490
O 0.337 0.031 0.502 -0.15 -0.01 0.33 -0.959
H -0.289 0.761 0.546 0.02 0.03 -0.20 0.480
H -0.219 -0.753 0.419 -0.08 0.02 0.13 0.487
O 2.286 -1.725 -0.599 -0.17 -0.01 -0.09 -0.954
H 1.612 -1.067 -0.367 0.36 0.05 -0.03 0.487
H 2.526 -1.522 -1.507 0.02 0.02 0.02 0.457
O -1.671 -2.643 0.381 -0.07 0.10 -0.28 -0.985
H -1.608 -2.108 -0.429 -0.05 0.08 0.06 0.503
H -2.278 -3.356 0.163 0.00 0.00 0.09 0.479
O -1.456 -0.807 -1.762 -0.08 -0.02 -0.27 -0.990
H -1.287 -1.327 -2.554 0.00 0.06 -0.02 0.477
H -1.089 0.075 -1.957 0.14 -0.10 0.19 0.518
O 0.066 1.650 -2.172 -0.20 0.03 -0.12 -0.968
H 0.557 1.801 -2.985 0.03 0.01 0.05 0.483
H 0.005 2.519 -1.756 0.13 0.01 0.04 0.497

***

| no. | frontier orbital gap (eV) | largest force on an atom (eV/A) |
| --- | --- | --- |
| 1 | 10.836 | 0.5 |
| 2 | 10.881 | 1.7 |
| 3 | 11.123 | 2.3 |
| 4 | 10.028 | 1.5 |
| 5 | 9.491 | 15.3 |
| 6 | 6.805 | 2.8 |
| 7 | 5.810 | 4.1 |
| 8 | 10.011 | 0.4 |
| 9 | 10.030 | 2.9 |
| 10 | 10.107 | 0.9 |
| 11 | 10.702 | 0.2 |
| 12 | 10.626 | 0.4 |